Molecular formula: C38H114O19
Method: DFT, ωB97M-V/def2-TZVPD

Results
frontier orbital gap: 9.55 eV
lowest unoccupied orbital energy: 0.31 eV
multiplicity: 1
DFT total energy: -80151.5024 eV
energy relative to the best compared isomer or geometry (same formula, charge and spin): 150.28 kJ/mol

Last column: Mulliken charge in e.
Element x y z (Å)
C  9.82  13.21  17.37  -1.36
C  10.96  13.11  16.22  0.67
O  10.30  13.31  15.02  -0.42
H  9.39  14.21  17.35  0.34
H  10.23  13.04  18.37  0.37
H  9.03  12.47  17.23  0.40
H  11.47  12.15  16.32  -0.04
H  11.76  13.83  16.39  -0.24
H  9.57  12.69  15.02  0.29
C  20.38  18.00  16.67  -0.40
C  21.53  17.06  16.73  -0.32
O  21.19  15.71  16.87  -0.57
H  20.75  18.97  16.35  0.42
H  19.97  18.14  17.67  0.12
H  19.57  17.65  16.03  -0.20
H  22.24  17.36  17.49  0.37
H  22.10  17.18  15.81  0.20
H  20.80  15.41  16.04  0.39
C  18.80  17.18  9.20  -1.31
C  17.50  17.75  9.78  0.38
O  17.82  18.15  11.08  0.29
H  18.72  17.07  8.12  0.49
H  19.18  16.27  9.66  0.03
H  19.55  17.97  9.25  0.29
H  16.78  16.93  9.80  -0.17
H  17.01  18.58  9.27  0.26
H  18.49  18.83  10.98  -0.25
C  18.48  9.17  14.43  -1.25
C  17.88  9.87  13.20  0.48
O  18.82  10.78  12.63  -0.59
H  17.80  8.44  14.87  0.35
H  18.76  9.96  15.13  0.15
H  19.38  8.61  14.17  0.40
H  17.07  10.49  13.59  -0.38
H  17.54  9.07  12.54  0.40
H  18.41  11.16  11.86  0.38
C  14.11  12.58  12.88  1.03
C  13.59  11.68  11.74  -0.43
O  14.65  11.55  10.79  -0.53
H  14.90  12.08  13.43  -0.22
H  13.31  12.79  13.58  -0.12
H  14.47  13.52  12.44  -0.48
H  12.74  12.07  11.17  0.19
H  13.23  10.74  12.15  0.34
H  14.20  11.31  9.98  0.24
C  15.30  19.14  16.58  -1.18
C  14.68  17.76  16.81  1.15
O  13.65  18.03  17.72  -0.68
H  16.02  19.10  15.77  0.23
H  15.79  19.55  17.46  0.41
H  14.50  19.82  16.27  0.39
H  15.27  16.98  17.28  -0.12
H  14.17  17.34  15.95  -0.47
H  14.10  18.25  18.54  0.35
C  17.87  21.25  12.26  -0.60
C  19.29  20.67  12.24  -0.25
O  19.61  20.25  10.95  -0.56
H  17.53  21.48  13.27  0.21
H  17.19  20.59  11.73  -0.09
H  17.77  22.17  11.67  0.40
H  19.30  19.85  12.96  -0.07
H  20.00  21.42  12.60  0.56
H  20.12  20.95  10.53  0.30
C  14.56  13.80  17.41  0.08
C  14.91  12.73  18.43  -0.67
O  16.03  12.02  17.94  -0.42
H  13.81  14.47  17.82  0.48
H  14.28  13.40  16.44  -0.24
H  15.47  14.36  17.20  -0.18
H  14.05  12.05  18.53  0.38
H  15.05  13.25  19.37  0.34
H  16.05  11.16  18.37  0.24
C  19.03  13.63  10.79  -0.48
C  17.55  13.40  10.77  0.44
O  17.31  12.06  10.45  -0.74
H  19.39  13.55  9.76  0.44
H  19.53  12.88  11.39  0.38
H  19.26  14.60  11.22  -0.63
H  16.91  14.06  10.19  0.35
H  17.20  13.62  11.78  -0.27
H  16.39  11.87  10.66  0.55
C  15.73  16.10  13.20  0.52
C  16.85  16.86  13.96  0.26
O  18.05  16.54  13.27  1.48
H  15.91  15.03  13.31  -0.36
H  15.72  16.25  12.12  -0.58
H  14.71  16.24  13.58  -0.05
H  16.82  16.61  15.02  0.15
H  16.74  17.94  13.90  -0.05
H  18.04  17.04  12.46  -0.70
C  10.11  16.91  14.55  -1.47
C  11.54  16.39  14.38  0.34
O  11.53  15.26  13.58  0.13
H  9.46  16.04  14.70  0.30
H  9.74  17.32  13.61  0.30
H  10.00  17.63  15.36  0.43
H  12.05  16.17  15.32  -0.03
H  12.16  17.15  13.90  0.06
H  11.00  14.63  14.07  -0.06
C  13.67  10.15  15.67  -0.52
C  15.08  9.71  15.34  0.11
O  15.36  8.49  15.94  -0.58
H  13.64  10.13  16.76  0.39
H  12.91  9.50  15.23  0.35
H  13.50  11.17  15.31  -0.21
H  15.77  10.50  15.63  -0.07
H  15.16  9.73  14.26  0.30
H  15.47  8.59  16.89  0.35
C  19.32  12.68  15.94  -1.35
C  18.67  13.91  15.27  1.09
O  19.70  14.77  14.78  -0.62
H  18.50  12.07  16.33  0.14
H  20.05  12.87  16.73  0.40
H  19.83  12.13  15.15  0.39
H  18.11  14.51  15.99  -0.31
H  18.03  13.59  14.45  -0.33
H  19.30  15.47  14.25  0.10
C  13.64  15.23  10.05  0.74
C  13.48  15.49  8.59  -0.68
O  14.12  16.72  8.29  -0.42
H  13.16  16.00  10.66  0.07
H  14.67  15.31  10.39  -0.49
H  13.18  14.29  10.34  -0.19
H  12.45  15.44  8.26  0.35
H  14.01  14.71  8.04  0.36
H  14.15  16.85  7.34  0.25
C  10.02  13.68  11.18  -0.58
C  9.39  15.05  10.91  0.29
O  8.03  15.03  10.60  -0.59
H  9.73  13.08  10.32  0.43
H  9.56  13.17  12.02  0.24
H  11.10  13.72  11.27  -0.19
H  9.89  15.61  10.12  0.28
H  9.52  15.65  11.81  -0.28
H  7.70  15.93  10.55  0.32
C  15.10  22.95  16.04  -1.07
C  15.75  24.35  15.75  -0.32
O  16.79  24.47  16.67  -0.50
H  14.51  22.95  16.95  0.43
H  15.86  22.19  16.20  0.21
H  14.40  22.63  15.26  0.40
H  14.95  25.09  15.83  0.30
H  16.10  24.39  14.72  0.26
H  17.15  25.33  16.45  0.31
C  18.23  16.40  18.98  -0.48
C  17.90  15.66  20.29  -0.28
O  17.29  16.60  21.15  -0.55
H  18.64  15.66  18.29  0.17
H  19.02  17.13  19.17  0.40
H  17.35  16.85  18.51  0.03
H  18.76  15.28  20.85  0.39
H  17.23  14.87  19.95  0.05
H  17.08  16.25  22.02  0.29
C  14.27  19.10  11.41  -0.16
C  13.86  19.60  10.04  -0.21
O  13.05  20.75  10.23  -0.56
H  13.53  18.52  11.96  0.11
H  14.70  19.89  12.01  0.37
H  15.08  18.36  11.34  -0.28
H  13.34  18.86  9.44  0.19
H  14.76  19.88  9.50  0.17
H  12.68  21.04  9.40  0.31
C  21.53  16.14  12.76  0.21
C  22.14  16.73  11.51  -0.56
O  22.25  15.67  10.64  -0.52
H  22.24  15.51  13.30  0.41
H  20.67  15.51  12.56  -0.59
H  21.20  16.97  13.37  0.03
H  23.11  17.14  11.78  0.42
H  21.51  17.49  11.07  0.04
H  23.08  15.22  10.82  0.34

Molecular formula: C5H13N2O
Method: DFT, ωB97M-V/def2-TZVPD

Results
frontier orbital gap: 8.57 eV
lowest unoccupied orbital energy: -3.29 eV
multiplicity: 1
DFT total energy: -10415.8503 eV
energy relative to the best compared isomer or geometry (same formula, charge and spin): 226.31 kJ/mol
total charge: +1
structure (SMILES): C=C(N)C[C@@H]([NH3+])CO

Last column: Mulliken charge in e.
Element x y z (Å)
C  1.52  -0.78  -1.28  -1.13
C  0.34  -0.25  -1.59  0.89
N  -0.52  -0.70  -2.58  -0.46
C  -0.33  0.89  -0.77  -1.32
C  -0.40  0.67  0.74  0.40
N  -1.45  -0.40  1.10  -0.25
C  0.86  0.23  1.49  -1.23
O  0.53  0.31  2.89  -0.51
H  2.18  -0.09  -0.76  0.26
H  1.95  -1.73  -1.56  0.35
H  -1.39  -0.31  -2.90  0.21
H  0.01  -1.17  -3.28  0.23
H  0.06  1.89  -0.95  0.36
H  -1.34  0.91  -1.19  0.50
H  -0.76  1.52  1.31  0.37
H  -0.93  -1.15  1.54  0.35
H  -1.92  -0.78  0.27  0.36
H  -2.16  -0.07  1.76  0.35
H  1.03  -0.83  1.33  0.55
H  1.79  0.72  1.20  0.38
H  0.91  1.11  3.21  0.36

Molecular formula: C4H4BaLiO5
Method: DFT, ωB97M-V/def2-TZVPD

Results
frontier orbital gap (alpha / beta): 4.92 / 7.30 eV
lowest unoccupied orbital energy (alpha / beta): -0.39 / -0.40 eV
multiplicity: 2
DFT total energy: -15348.5135 eV
energy relative to the best compared isomer or geometry (same formula, charge and spin): 159.84 kJ/mol

Last column: Löwdin spin population.
Element x y z (Å)
O  0.18  -2.42  -0.31  0.00
O  -0.24  -0.52  0.71  0.00
C  -0.57  0.80  0.23  0.00
C  -2.05  1.02  0.53  0.00
O  -2.84  0.02  0.02  0.00
C  0.62  -1.32  0.04  0.00
H  0.09  1.53  0.73  0.00
H  -0.40  0.85  -0.86  0.00
H  -2.29  2.03  0.11  0.00
H  -2.15  1.12  1.63  0.00
O  2.77  -0.38  0.46  0.04
O  2.15  -0.57  -1.64  0.04
C  1.89  -0.74  -0.40  0.01
Li  -2.04  -1.59  0.12  0.00
Ba  4.88  0.17  -1.36  0.91

Molecular formula: C4H16O3
Method: DFT, ωB97M-V/def2-TZVPD

Results
frontier orbital gap: 11.08 eV
lowest unoccupied orbital energy: 0.47 eV
multiplicity: 1
DFT total energy: -10548.4935 eV
energy relative to the best compared isomer or geometry (same formula, charge and spin): 191.13 kJ/mol
structure (SMILES): CCCC.O.O.O

Last column: Mulliken charge in e.
Element x y z (Å)
C  0.24  0.21  0.58  -1.00
C  1.02  -1.06  0.76  -0.45
C  1.94  -1.41  -0.40  -0.46
C  3.01  -2.47  -0.23  -1.14
H  -0.45  0.15  1.39  0.19
H  -0.60  0.05  -0.15  0.30
H  0.75  1.16  0.58  0.38
H  0.23  -1.88  1.03  0.23
H  1.60  -1.07  1.67  0.33
H  1.35  -1.69  -1.26  0.34
H  2.47  -0.54  -0.64  0.35
H  3.53  -2.42  -1.26  0.30
H  2.61  -3.40  0.11  0.34
H  3.78  -2.09  0.53  0.26
O  -3.44  0.79  0.58  -0.64
H  -2.76  0.35  1.14  0.34
H  -3.65  1.55  1.11  0.31
O  -3.29  1.76  -4.65  -0.66
H  -3.47  2.64  -5.09  0.32
H  -2.25  1.59  -4.99  0.34
O  -0.88  2.18  2.89  -0.59
H  -1.13  2.54  3.77  0.30
H  -0.63  3.05  2.55  0.30